[1]
C4H9NO2 | ωB97M-V with the def2-TZVPD basis set

Properties
- HOMO (hartree) = -0.352
- molecular weight (g/mol) = 103.12
- E_tot (eV) = -9879.01076
- total charge = 0
- energy relative to the best compared isomer or geometry (same formula, charge and spin) (kJ/mol) = 101.3
- SMILES string = NC(=O)CCCO

Each line ends with the Mulliken charge.
Geometry (Å):
N (1.61889, 0.36424, 0.91677)  -0.49
C (1.24492, -0.95684, 0.94710)  0.44
O (1.44051, -1.68459, 1.90132)  -0.60
C (0.37029, -1.33580, -0.23106)  -0.61
C (-0.92578, -0.46172, -0.03909)  -0.56
C (-1.08377, 0.84340, -0.85174)  -0.49
O (-0.45961, 1.97510, -0.24145)  -0.54
H (1.47913, 0.86520, 1.78179)  0.25
H (1.38634, 0.90315, 0.09459)  0.27
H (0.84228, -1.12293, -1.19933)  0.36
H (0.22169, -2.42561, -0.20254)  0.30
H (-1.80395, -1.07204, -0.26439)  0.36
H (-1.03223, -0.17075, 1.01692)  0.32
H (-0.68256, 0.71002, -1.86601)  0.31
H (-2.16038, 1.04823, -0.93734)  0.38
H (-0.70756, 2.75238, -0.76446)  0.30


[2]
C6H12FN | ωB97M-V with the def2-TZVPD basis set

Properties
- HOMO (hartree) = -0.348
- molecular weight (g/mol) = 117.17
- E_tot (eV) = -10622.74309
- total charge = 0
- energy relative to the best compared isomer or geometry (same formula, charge and spin) (kJ/mol) = 137.0
- SMILES string = CC(C)/C=C(\F)CN

Each line ends with the Mulliken charge.
Geometry (Å):
C (2.02575, -1.25539, -0.04431)  -1.36
C (1.55585, 0.13803, 0.39354)  0.59
C (1.99602, 1.20174, -0.58862)  -1.35
C (0.05680, 0.29571, 0.63024)  -0.50
C (-1.01400, -0.32599, 0.22473)  0.60
F (-0.77006, -1.27564, -0.75871)  -0.30
C (-2.48360, -0.36028, 0.37791)  -0.89
N (-3.14900, 0.54573, -0.55024)  -0.59
H (3.15844, -1.38011, -0.14661)  0.38
H (1.58765, -1.53639, -1.02274)  0.27
H (1.75337, -2.04565, 0.71464)  0.32
H (2.03530, 0.29777, 1.30229)  0.27
H (1.40255, 1.00940, -1.52350)  0.31
H (3.00295, 1.15911, -0.87238)  0.43
H (1.58184, 2.22855, -0.41254)  0.34
H (-0.18861, 1.08577, 1.37084)  0.28
H (-2.74567, -1.39038, 0.22006)  0.38
H (-2.74910, -0.13643, 1.38934)  0.36
H (-2.90673, 1.46591, -0.27923)  0.25
H (-4.14973, 0.27854, -0.42472)  0.24


[3]
C4H11NO3 | ωB97M-V with the def2-TZVPD basis set

Properties
- HOMO (alpha / beta) (hartree) = -0.290 / -0.290
- molecular weight (g/mol) = 121.14
- E_tot (eV) = -11953.26107
- total charge = 0
- energy relative to the best compared isomer or geometry (same formula, charge and spin) (kJ/mol) = 660.8

Each line ends with the Mulliken charge.
Geometry (Å):
C (1.22015, 0.22702, -1.51593)  -0.03
C (-0.06384, -1.87239, 0.99375)  -0.80
O (0.04524, -0.73994, 0.16054)  -0.26
O (1.80601, -0.96198, -1.73457)  -0.44
H (1.14567, -1.66514, -1.80966)  0.32
H (1.88582, 0.91662, -1.01402)  0.34
H (0.63276, 0.54082, -2.37423)  0.24
H (-1.10460, -2.20845, 1.07363)  0.31
H (0.53763, -2.65859, 0.52726)  0.22
H (0.34530, -1.69651, 1.99545)  0.30
C (-0.30865, 1.17168, 1.71051)  -1.29
C (-0.73346, 0.55686, 0.39127)  0.32
O (-1.34550, 1.06984, -1.75326)  -0.50
N (-0.40408, 1.37412, -0.68610)  -0.54
H (-1.23335, 1.69931, -2.47471)  0.33
H (-1.78598, 0.24632, 0.39437)  0.50
H (-0.92662, 2.04492, 1.91800)  0.35
H (-0.44701, 0.47372, 2.53700)  0.37
H (0.73453, 1.48176, 1.66069)  0.26


[4]
C29H45As2CaN9O2 | ωB97M-V with the def2-TZVPD basis set

Properties
- HOMO (hartree) = -0.480
- molecular weight (g/mol) = 741.66
- E_tot (eV) = -188417.57612
- total charge = +2
- energy relative to the best compared isomer or geometry (same formula, charge and spin) (kJ/mol) = 61.4

Each line ends with the Mulliken charge.
Geometry (Å):
Ca (-0.18573, 0.80280, -0.69402)  2.07
C (-2.21456, -3.29773, -1.37747)  -1.61
As (-0.80591, -2.13585, -2.04996)  1.16
C (-1.16611, -2.32140, -3.96082)  -1.28
C (0.77018, -3.26336, -1.87137)  0.31
C (0.65390, -4.60484, -1.51881)  -0.55
C (1.78399, -5.39956, -1.38789)  -0.81
C (3.03888, -4.86355, -1.62001)  -0.87
C (3.16485, -3.52937, -1.97717)  -0.32
C (2.04146, -2.71618, -2.09558)  -0.28
As (2.21651, -0.82324, -2.53728)  0.87
C (4.05133, -0.47328, -1.96348)  -1.68
C (2.57037, -0.92229, -4.45422)  -1.17
H (-2.27396, -4.21903, -1.95541)  0.51
H (-3.16755, -2.77533, -1.46950)  0.46
H (-2.03815, -3.53352, -0.32872)  0.38
H (-0.99517, -3.35394, -4.26168)  0.42
H (-0.51861, -1.66991, -4.54489)  0.26
H (-2.20406, -2.05384, -4.15955)  0.48
H (-0.31776, -5.04654, -1.34237)  0.35
H (1.68383, -6.43957, -1.10610)  0.46
H (3.92202, -5.47610, -1.50600)  0.42
H (4.15725, -3.13378, -2.14750)  0.27
H (4.75903, -1.10169, -2.50126)  0.53
H (4.17302, -0.64770, -0.89393)  0.46
H (4.28496, 0.56666, -2.19716)  0.41
H (3.23680, -1.76096, -4.64869)  0.38
H (3.04536, 0.00561, -4.77116)  0.44
H (1.64950, -1.05586, -5.01638)  0.27
O (3.01434, -5.31922, 3.24455)  -0.48
C (3.04076, -4.42751, 2.23876)  0.48
O (3.90302, -4.47334, 1.40966)  -0.49
C (1.93650, -3.40835, 2.18057)  1.10
C (0.73317, -3.52326, 2.86885)  -1.06
C (-0.24067, -2.53892, 2.77111)  -0.48
C (-0.00911, -1.42030, 1.97741)  -0.47
C (1.16020, -1.35101, 1.23409)  0.94
C (2.13582, -2.32195, 1.33606)  -1.12
N (-0.94385, -0.33771, 1.85349)  0.26
C (-1.53002, -0.01204, 2.93620)  -0.44
C (-2.63177, 0.96836, 3.09235)  0.42
C (-3.13702, 1.13230, 4.37509)  -0.99
C (-4.21889, 1.98141, 4.57333)  -0.45
C (-4.75549, 2.62365, 3.47512)  -0.86
C (-4.17982, 2.40210, 2.22878)  -0.34
N (-3.13785, 1.60213, 2.02661)  -0.21
H (2.34334, -5.09490, 3.89927)  0.29
H (0.51689, -4.39607, 3.47343)  0.31
H (-1.18083, -2.66315, 3.29191)  0.66
H (1.32149, -0.51144, 0.57014)  -0.11
H (3.04639, -2.27918, 0.75458)  0.51
H (-1.24692, -0.49437, 3.87484)  0.66
H (-2.69574, 0.59733, 5.20497)  0.46
H (-4.63504, 2.12575, 5.56075)  0.47
H (-5.60719, 3.28307, 3.56545)  0.43
H (-4.58603, 2.89843, 1.35369)  0.44
N (-0.96352, 1.78152, -2.81703)  -0.56
C (-2.40345, 2.09116, -2.64673)  -0.67
C (-3.14304, 0.88988, -2.09465)  -0.28
N (-2.59131, 0.50710, -0.78446)  -0.14
H (-0.47647, 2.61706, -3.12641)  0.20
H (-0.85496, 1.11213, -3.57612)  0.14
H (-2.86752, 2.40561, -3.58426)  0.48
H (-2.47414, 2.92465, -1.94444)  0.30
H (-3.02316, 0.04128, -2.77525)  0.05
H (-4.21306, 1.10837, -2.05621)  0.43
H (-2.86565, -0.44165, -0.55079)  0.21
H (-2.97202, 1.08124, -0.03337)  0.05
C (0.66794, 5.74565, 2.29234)  -1.23
N (-0.27684, 4.84431, 1.63840)  0.11
C (-1.67898, 4.96109, 2.00945)  -1.22
C (0.09953, 3.86496, 0.78714)  0.24
N (-0.63651, 2.87728, 0.39340)  -0.05
N (1.38918, 4.03271, 0.27635)  -0.20
C (2.30077, 3.04571, -0.05116)  0.25
N (3.56046, 3.51747, -0.21307)  -0.35
N (1.96439, 1.80612, -0.17251)  -0.33
H (0.88280, 6.63141, 1.68822)  0.31
H (1.59482, 5.22889, 2.53577)  0.43
H (0.22913, 6.08216, 3.22791)  0.46
H (-1.86920, 5.97651, 2.34737)  0.50
H (-1.94686, 4.26565, 2.80950)  0.32
H (-2.31247, 4.77259, 1.14274)  0.40
H (-1.48516, 2.81125, 0.95058)  -0.44
H (1.76351, 4.96263, 0.35580)  0.29
H (3.79003, 4.49173, -0.13167)  0.17
H (4.27950, 2.90889, -0.56148)  0.21
H (2.80093, 1.25623, -0.34804)  -0.36


[5]
C3H5NOS | ωB97M-V with the def2-TZVPD basis set

Properties
- HOMO (hartree) = -0.338
- molecular weight (g/mol) = 103.15
- E_tot (eV) = -17563.21504
- total charge = 0
- energy relative to the best compared isomer or geometry (same formula, charge and spin) (kJ/mol) = 198.0
- SMILES string = S[C@@H]1N=CCO1

Each line ends with the Mulliken charge.
Geometry (Å):
S (-0.47168, -1.61949, -1.84038)  -0.24
C (-0.10849, 0.24352, -1.14098)  -0.01
N (1.16135, 0.56111, -0.62772)  -0.46
C (1.14339, 0.53134, 0.64709)  0.01
C (-0.29624, 0.26407, 1.07550)  -0.26
O (-1.01839, 0.39523, -0.12121)  -0.39
H (-1.07962, -1.88464, -0.68677)  0.11
H (-0.27494, 0.85984, -2.00484)  0.33
H (1.94237, 0.61714, 1.34847)  0.39
H (-0.34699, -0.84955, 1.45398)  0.19
H (-0.65077, 0.88144, 1.89687)  0.32